(1)
65
Properties=species:S:1:pos:R:3 method="wB97M-V/def2-TZVPD" spin_multiplicity=2 gap_ev="6.06 / 5.80" e_homo_ha="-0.3755 / -0.3739" relative_energy_kcal_mol=140.9 e_lumo_ha="-0.15265 / -0.16089" total_charge=+1 e_tot_ha=-4637.96617
Ir 0.37717 -0.03828 -0.15137
O -1.46063 -0.25231 6.69852
C -0.53428 -1.19326 6.21236
C -0.36528 -1.01162 4.73235
C 0.53408 -1.80078 4.02101
C 0.66361 -1.59645 2.66323
N -0.05553 -0.69228 2.00201
C -0.93536 0.06116 2.66531
C -1.10462 -0.06786 4.03688
C -1.72070 0.99336 1.84094
C -2.69077 1.84404 2.33904
C -3.41144 2.65356 1.46500
C -4.46480 3.58880 2.01129
O -4.17586 4.03595 3.31726
C -3.14231 2.55989 0.10587
C -2.14332 1.70306 -0.32135
N -1.45418 0.95356 0.52989
H -1.64822 -0.43971 7.62241
H -0.87361 -2.22075 6.39136
H 0.44623 -1.07999 6.69117
H 1.11760 -2.56094 4.52372
H 1.35025 -2.18508 2.06934
H -1.80533 0.54726 4.57893
H -2.90288 1.90918 3.39579
H -5.40964 3.04607 2.08610
H -4.61555 4.41969 1.31643
H -3.46634 4.68618 3.28753
H -3.68926 3.14685 -0.61902
H -1.86975 1.60743 -1.36626
O -0.57155 -2.32616 -1.97295
Se 1.08534 -0.28375 -2.95849
O 1.88008 0.65279 -3.98708
O -0.12383 0.60950 -2.16790
O 2.03581 -0.52284 -1.55477
C 4.31764 1.18222 -0.01072
N 4.06491 1.21420 1.42891
C 5.20923 1.25386 2.32718
C 2.83093 1.20986 1.90374
O 1.79637 1.18614 1.23141
H 5.25862 0.66984 -0.19779
H 4.38938 2.19940 -0.40044
H 3.50995 0.66545 -0.52597
H 6.03141 1.76460 1.83230
H 5.54018 0.24846 2.59673
H 4.96750 1.79562 3.24011
H 2.77226 1.25152 3.00145
C 6.55374 -5.14643 -1.65745
C 5.91191 -6.45810 -1.34698
O 6.21542 -7.23560 -0.50521
S 4.54887 -6.91787 -2.55617
C 3.29711 -5.80266 -2.07750
C 2.25769 -5.56906 -2.99154
C 1.26727 -4.67261 -2.69277
C 1.28213 -3.98658 -1.46024
C 2.28578 -4.28000 -0.51474
C 3.28004 -5.17045 -0.82155
C 0.35251 -2.99362 -1.19585
C -0.26375 -1.91946 -0.64697
H 7.18119 -4.83628 -0.82335
H 5.82023 -4.37969 -1.89890
H 7.17999 -5.29403 -2.54025
H 2.26323 -6.08752 -3.94081
H 0.47507 -4.46188 -3.39933
H 2.27537 -3.76041 0.43427
H 4.05144 -5.39388 -0.09771


(2)
67
Properties=species:S:1:pos:R:3 method="wB97M-V/def2-TZVPD" spin_multiplicity=5 gap_ev="6.26 / 7.48" e_homo_ha="-0.2113 / -0.2807" relative_energy_kcal_mol=0.0 e_lumo_ha="0.01891 / -0.00588" e_tot_ha=-2328.57196
O 1.24661 -0.50650 -0.43380
C 2.39096 -0.74765 0.29898
C 3.29575 -1.58077 -0.63348
C 2.92684 -2.53068 -1.57285
H 1.94988 -2.97697 -1.52852
C 3.80204 -2.91801 -2.59453
H 3.50059 -3.65246 -3.34103
C 5.06317 -2.31695 -2.71521
H 5.72724 -2.54246 -3.55840
C 5.41028 -1.31407 -1.79638
H 6.37151 -0.77855 -1.89760
C 4.51696 -0.94892 -0.78208
H 4.76167 -0.14810 -0.08538
H 2.91646 0.17980 0.20332
C 1.56686 -2.40519 1.90131
C 2.08924 -1.09917 1.72736
H 0.83489 -2.50988 2.66981
H 2.38062 -3.07347 2.08614
H 1.15067 -2.72101 0.94921
C 2.03921 0.05754 2.39634
C 1.92034 0.25022 3.82531
H 2.00805 1.01401 1.89722
H 2.81641 -0.08763 4.35992
H 1.08786 -0.30331 4.26463
H 1.82432 1.29952 4.15863
Ir -0.47940 0.11053 -0.77630
Cl -0.89304 -2.22282 -0.99234
Cl 0.86003 1.65159 -2.10493
H -0.61699 -0.64273 -4.83247
H -2.31752 -2.00245 -4.92948
C -0.68967 -0.50877 -3.73660
C -2.63591 -1.92971 -3.90005
N -2.09758 -0.71060 -3.35124
H -0.27711 0.48710 -3.47396
C -2.75905 -0.05523 -2.40184
O -2.28581 0.78694 -1.56048
H -3.70405 -1.87978 -3.83468
H -3.80738 -0.28546 -2.26914
H -0.03965 -1.27436 -3.26177
H -2.26978 -2.77776 -3.33876
H -1.07983 4.61257 2.33149
H -0.61985 5.75449 -0.74386
C -0.05065 4.42702 1.97696
C 0.29176 5.30060 -0.34888
N -0.00845 4.20176 0.54183
H 0.37747 3.58467 2.53990
C -0.32286 3.03287 0.00340
O -0.37637 1.94202 0.62536
H 0.87699 4.93332 -1.19218
H -0.52813 3.08388 -1.07163
H 0.53451 5.33538 2.15431
H 0.85762 6.03502 0.20810
C -3.81785 -2.75813 2.88310
C -3.24230 -1.53787 2.25500
C -3.79602 -0.27288 2.18892
C -2.95402 0.51619 1.37760
N -1.91102 -0.26147 0.95773
N -2.07254 -1.46495 1.57816
C -3.29104 1.88554 0.96022
H -3.95556 -2.58826 3.96631
H -4.83304 -2.94815 2.47749
H -3.20272 -3.66097 2.74142
H -4.76009 0.04792 2.61887
H -1.47758 -2.25638 1.34573
H -2.75082 2.61623 1.54323
H -4.35249 2.02849 1.13866
H -3.12066 2.02522 -0.09213


(3)
14
Properties=species:S:1:pos:R:3 method="wB97M-V/def2-TZVPD" gap_ev=8.92 e_homo_ha=-0.3207 smiles="[H]/N=C(/N)SS/C(N)=N/[H]" relative_energy_kcal_mol=48.7 e_lumo_ha=0.00733 e_tot_ha=-1095.14647
C 1.82150 -0.05367 0.27382
C -2.05805 -0.07773 0.00926
H 3.99952 0.43173 -0.47277
H 3.39500 -1.39142 -0.12755
H 2.14774 1.88989 0.60957
H -3.73495 -1.29078 -0.54797
H -3.98072 0.50748 -0.46389
H -0.78644 1.25430 0.24331
N 3.12185 -0.36264 -0.16178
N 1.35497 1.06502 0.60169
N -3.34676 -0.35706 -0.28032
N -1.75015 1.20431 -0.12010
S 0.78049 -1.40520 -0.35269
S -0.96402 -1.41425 0.78943